An isolated ion of composition C21H27F2S and charge +1. Source: the Open Molecules 2025 dataset; level of theory: ωB97M-V with the def2-TZVPD basis set.

```
51
Properties=species:S:1:pos:R:3:nbo_charge:R:1
C 3.36887 0.62168 2.57805 -0.29
H -4.04009 -1.82230 -1.57146 0.20
C 2.17763 1.16127 2.16582 -0.13
C -3.47377 0.57092 1.98437 -0.27
C 1.86757 1.30845 -0.87027 -0.53
C 3.24185 -0.44721 -2.02659 -0.39
H 4.24749 1.25141 2.67832 0.26
H 1.87226 2.34647 -0.42650 0.24
H -1.90657 1.91064 -0.51418 0.25
C -1.28913 0.10143 1.13388 -0.13
H -4.44386 -1.04386 -3.15018 0.22
C -2.18310 0.97615 1.76579 -0.18
H 0.20555 -1.60571 2.41869 0.24
H -4.16532 1.24543 -2.20498 0.21
H 3.55238 1.70134 -2.10348 0.22
H 3.99165 0.94515 -0.54983 0.24
C -3.78207 -0.74627 1.67651 0.41
C 3.21920 0.97367 -1.35955 -0.42
C -3.79310 0.37387 -1.63021 -0.40
C -2.85767 -1.69803 1.20130 -0.23
F 4.64157 -1.28174 3.23947 -0.31
H 0.06095 1.74809 0.61111 0.22
H -5.56654 -0.88502 -1.73099 0.23
H 2.11710 2.19737 1.82013 0.22
C -4.51088 -0.93630 -2.05041 -0.61
C 3.40388 -0.73896 2.88009 0.46
H 2.33998 -2.55532 3.22090 0.26
C 0.05958 0.68024 0.88614 -0.11
H -1.83343 1.98402 2.00454 0.23
C 1.08246 -0.96884 2.46085 -0.13
H 1.84644 0.54169 -0.09546 0.25
H 2.57989 -0.42626 -2.91138 0.20
C 4.64804 -0.87786 -2.45005 -0.61
H -4.18067 1.24114 2.45581 0.26
H 4.60785 -1.84599 -2.95061 0.22
C -2.28565 0.27361 -1.89747 -0.43
C 2.26676 -1.52239 2.87445 -0.28
H 2.81386 -1.21127 -1.34702 0.19
C -1.45701 1.52468 -1.42245 -0.46
C 1.07194 0.32352 1.92067 -0.17
H -0.82614 -1.92085 0.49452 0.23
H -1.45250 2.23693 -2.19869 0.25
S 0.20668 0.56585 -1.23589 0.60
H 5.29867 -0.98428 -1.58123 0.21
H -2.15528 0.11236 -2.99133 0.23
H -3.95890 0.56280 -0.55388 0.20
H -3.11602 -2.73921 1.15026 0.25
H 5.09190 -0.14205 -3.12727 0.21
F -5.08865 -1.14804 1.83992 -0.32
C -1.58475 -1.25139 0.91024 -0.22
H -1.93095 -0.68106 -1.42046 0.22
```

For the frontier orbital gap, the calculation gives 7.88 eV. As for the electronic energy: -38475.367 eV. As for the charge: +1. The molar mass is 349.51 g mol⁻¹. The calculation puts the energy relative to the best compared isomer or geometry (same formula, charge and spin) at 3.007 eV. As for the multiplicity: 1. The HOMO energy comes out at -12.2713 eV.

***

An isolated ion of composition C2H6O3PS and charge -1. Source: the Open Molecules 2025 dataset; level of theory: ωB97M-V with the def2-TZVPD basis set.

```
13
Properties=species:S:1:pos:R:3:nbo_charge:R:1
H 0.38751 1.22113 -0.58207 0.02
P 0.50961 2.28095 0.42320 0.53
H 1.37478 -0.73188 -0.17522 0.19
C -0.75655 -0.35278 -0.56404 -0.87
C 0.51080 -1.34147 -0.41364 -0.64
H 1.66856 1.80751 1.28245 -0.10
O -0.67902 1.62751 1.34261 -1.02
O -0.44453 -0.75164 2.11180 -1.00
H 0.75002 -2.09073 -1.26131 0.18
O -2.63110 0.09562 1.48178 -0.97
H 0.28763 -1.93789 0.41768 0.21
S -1.21952 0.01751 1.12876 2.25
H -1.63269 -0.85644 -0.89197 0.20
```

For the frontier orbital gap, the calculation gives 7.50 eV. As for the electronic energy: -28436.524 eV. As for the charge: -1. The SMILES is CC=[S@@](=O)([O-])OP. The molar mass is 141.11 g mol⁻¹. The calculation puts the energy relative to the best compared isomer or geometry (same formula, charge and spin) at 4.907 eV. As for the multiplicity: 1. The HOMO energy comes out at -3.4203 eV.